Density functional theory data (ωB97M-V/def2-TZVPD) for an isolated ion of composition C14H24F3N5O5P and charge +1.

Results
SMILES: CC(=O)NCCCCn1c(C[C@@H](O)C(F)(F)F)nc(N[PH2]=O)[n+]1CCC(=O)O
E_LUMO: -0.102 Eh
HOMO energy: -12.0 eV
E_tot: -50031.0291 eV

Geometry as ORCA input:
```
! RIJCOSX wB97M-V def2-TZVPD def2/J DEFGRID3
* xyz 1 1
O -0.9337 0.7949 3.4607
N -1.7149 2.1252 -1.6252
H 4.6379 -3.4406 2.9794
H 0.7574 0.1663 1.8223
C 0.9975 -0.2803 -1.4565
C 2.7498 -4.1514 2.0381
H 2.7414 -0.6830 0.3553
H -2.6401 -1.8260 -0.7849
O 2.0905 -5.0052 2.5504
H 2.0551 1.8136 0.3016
H 1.8183 -1.6429 1.5085
H 0.7823 -2.4018 -1.0259
H -0.7692 4.1474 0.7606
H -2.6515 -1.7630 -3.0993
F -4.5584 0.3519 -3.2163
H 3.4383 -2.1467 2.7469
H 1.6850 1.4274 2.6465
C 2.1493 -1.6195 0.4598
F -4.0705 0.4564 -1.0879
N 2.7728 -4.0966 0.6361
H 3.1145 -2.8999 -1.0451
H 4.1087 -2.5222 0.4025
H -2.2481 0.9163 -3.7611
H -0.0294 -1.4088 0.1797
C -0.9761 2.6316 -0.5960
N 0.0530 0.8200 -1.2636
O -0.9509 2.8857 2.8039
C 1.0491 2.0578 0.6901
C -1.0445 1.0325 -1.9812
H 1.9352 -4.5109 0.2414
C -0.4321 1.6284 2.7912
H -1.8852 2.7586 3.0521
H -2.6134 5.1386 -1.7554
C 3.0955 -2.7852 0.0511
C 3.5581 -3.2220 2.9510
O -2.0455 -1.2032 -1.2343
N 0.0614 1.8375 -0.3697
H -0.9176 -0.3218 -3.7085
C -4.0292 -0.2892 -2.1850
C -1.6596 0.2424 -3.1232
H 0.7713 -0.6855 -2.4559
H 3.1777 -3.3904 3.9708
H 1.0745 3.1303 0.9330
F -4.8104 -1.3606 -1.9120
C -2.6128 -0.8430 -2.4953
H 2.0428 0.0693 -1.5326
N -1.3366 3.7594 0.0131
H -3.9211 3.9363 -0.2019
C 0.8720 -1.4628 -0.4481
C 0.8124 1.2503 1.9878
O -2.8076 5.8891 0.4440
P -2.7438 4.6951 -0.4130
*
```

Atom charges from the Mulliken analysis, given in e for atoms 1 to 6: number 1, O, carries -0.520; number 2, N, carries -0.478; number 3, H, carries 0.281; number 4, H, carries -0.179; number 5, C, carries -1.105; number 6, C, carries 0.622



Density functional theory data (ωB97M-V/def2-TZVPD) for C14H24F9N4OTl as an isolated structure.

Results
E_LUMO: 0.002 Eh
HOMO energy: -8.1 eV
E_tot: -52066.7273 eV

Geometry as ORCA input:
```
! RIJCOSX wB97M-V def2-TZVPD def2/J DEFGRID3
* xyz 0 1
C 4.9781 0.1140 -1.4111
H -0.8381 2.4979 0.2206
F 4.6433 2.3479 0.4248
C -2.5907 -1.6019 2.0688
O 3.0981 0.0504 0.0394
C -1.4738 1.3530 2.6893
H -2.2348 -1.3868 -3.4473
N -1.5401 1.7618 0.2199
C 5.0229 1.1533 0.8913
H -1.3248 3.0601 -2.3687
H -2.6452 2.0974 -2.9991
H -1.4013 -3.1204 0.2371
H -3.1715 1.1726 1.3683
H -3.4463 -1.0233 2.4236
H -0.0624 -0.8175 -2.6704
H -1.6303 -1.1455 3.9104
C 4.4034 -0.0043 0.0394
H -3.1348 1.1072 -0.9147
C 4.9269 -1.3534 0.6401
F 4.5874 1.2558 -1.9886
C -0.7675 1.0575 -2.7959
H 0.1431 0.1821 2.9781
N -1.5665 -2.2073 -0.1793
C -2.2918 1.8112 1.4727
H -2.6605 2.8281 1.6843
C -1.3432 -1.1519 2.8429
F 4.4706 -1.5325 1.8858
H -2.7625 -2.6420 2.3603
H -2.8685 -2.9404 -1.6965
C -2.4411 1.9502 -0.9109
C -2.6158 -1.4975 0.5443
H -1.1276 -3.0158 -2.0328
H -2.8887 -0.5245 -2.0473
F 6.3157 0.0756 -1.5037
N -0.7337 0.1192 2.4694
F 6.3630 1.1725 0.9470
F 4.5903 1.0961 2.1572
C -1.9101 -2.4005 -1.5867
H -2.1614 1.2640 3.5436
Tl 0.5861 -0.3388 0.0964
F 4.4854 -2.4016 -0.0658
H -0.7507 2.1370 2.9265
C -1.8054 2.0829 -2.2992
H -0.5622 -1.9049 2.7115
N -0.8321 -0.2979 -2.2598
C -2.0326 -1.0979 -2.4007
H -0.8325 1.0578 -3.8974
H -3.6048 -1.8642 0.2173
F 6.2617 -1.4692 0.7016
F 4.5133 -0.8701 -2.1911
H -3.0617 2.8568 -0.7738
H -2.5082 -0.4592 0.2596
H 0.2329 1.4095 -2.5283
*
```

Atom charges from the Mulliken analysis, given in e for atoms 1 to 6: number 1, C, carries 0.576; number 2, H, carries 0.333; number 3, F, carries -0.252; number 4, C, carries -0.907; number 5, O, carries -1.190; number 6, C, carries -1.050



Density functional theory data (ωB97M-V/def2-TZVPD) for C14H24FeO12 as an isolated structure.

Results
E_LUMO (alpha / beta): 0.160 / 0.160 Eh
HOMO energy (alpha / beta): 1.0 / 0.8 eV
E_tot: -73860.3138 eV

Geometry as ORCA input:
```
! RIJCOSX wB97M-V def2-TZVPD def2/J DEFGRID3
* xyz -2 5
H 20.2815 -6.9830 -12.6153
H 16.3961 -8.0884 -8.6284
C 14.6966 -9.3311 -8.5569
O 15.0706 -9.8179 -15.5009
O 13.5526 -9.4941 -7.8662
H 15.6456 -8.0514 -7.1052
O 15.2969 -12.2999 -11.2850
C 19.2516 -6.9536 -12.9925
H 11.6181 -9.7400 -8.3860
C 15.4091 -8.0581 -8.1716
H 17.0776 -14.6167 -12.8763
H 13.1122 -12.1930 -7.3073
H 18.4562 -14.2174 -10.6911
H 12.6820 -10.6325 -9.4033
C 18.2374 -9.4903 -10.5928
H 13.3093 -13.0343 -9.9295
C 14.1460 -13.6902 -9.6990
H 19.2169 -6.7533 -14.0593
C 12.5202 -10.3545 -8.3588
H 14.4156 -13.6745 -8.6447
H 14.8623 -7.1964 -8.5439
H 19.2615 -10.6226 -8.9716
H 13.8266 -14.7030 -9.9511
H 16.8910 -12.8795 -12.9838
C 13.6216 -8.4332 -12.3515
O 16.3920 -14.0038 -10.4111
O 18.9333 -8.5319 -11.1935
H 18.8134 -6.1075 -12.4561
C 18.6994 -9.7128 -9.1724
H 17.7566 -9.7868 -8.6271
Fe 15.3742 -10.3225 -12.0724
O 17.3049 -10.0484 -11.0967
O 14.9124 -8.2846 -12.0863
C 15.2861 -13.2458 -10.5521
H 19.2435 -8.8406 -8.8138
H 18.5319 -13.5938 -12.9749
C 18.6362 -8.2732 -12.5989
H 19.2455 -9.0497 -13.0643
C 15.7018 -10.5939 -14.6558
H 11.4454 -12.1013 -7.8976
O 15.0798 -10.0914 -9.3979
O 13.3804 -7.8997 -13.5009
C 12.2536 -11.5327 -7.4377
H 17.5768 -8.3360 -12.8566
O 14.7919 -11.1843 -13.8960
H 12.0447 -11.1664 -6.4309
O 13.3089 -9.6811 -12.2322
C 17.5218 -13.6664 -12.5676
C 17.6134 -13.6193 -11.0322
H 17.8163 -12.5789 -10.7607
O 16.4856 -9.8667 -13.8556
*
```

Atom charges from the Mulliken analysis, given in e for atoms 1 to 6: number 1, H, carries 0.323; number 2, H, carries 0.145; number 3, C, carries 0.555; number 4, O, carries -0.700; number 5, O, carries -0.395; number 6, H, carries 0.344



Density functional theory data (ωB97M-V/def2-TZVPD) for one molecule with the formula C14H24N2O.

Results
SMILES: CCCCCCCCc1nccnc1OCC
E_LUMO: 0.005 Eh
HOMO energy: -8.3 eV
E_tot: -19923.7227 eV
Energy above the lowest of the compared OMol25 structures with the same formula, charge and spin: 11.762 eV

Geometry as ORCA input:
```
! RIJCOSX wB97M-V def2-TZVPD def2/J DEFGRID3
* xyz 0 1
C 2.1584 -0.6296 -0.8532
H 0.9595 -0.9487 -1.1911
C 2.7559 -1.6996 0.2485
O -2.1449 0.1322 -0.5231
C 0.2631 -2.1801 0.4553
C -0.9591 0.2617 2.6975
H 1.6473 -0.8209 1.6702
N -1.4321 -0.2894 1.5934
H 0.4952 0.6083 -1.7388
H 3.2595 -2.7547 -0.0163
H -1.3230 -0.3763 3.6502
C 1.8791 1.9855 -0.9520
H 1.9420 2.7121 -0.0633
H -3.8808 -0.4891 -2.1671
H 3.5585 -1.1054 0.9545
C -3.3777 -1.1835 -1.7973
C 1.5467 -1.8963 1.1447
H -0.4832 -2.7151 0.9199
H -1.3601 3.1213 -1.3895
H 1.3040 0.9273 0.4784
H 2.6790 -0.5467 -1.8702
H 2.6885 2.2806 -1.7235
C 0.4871 1.8442 -1.5901
H 0.5347 1.8166 -2.8530
C -1.4318 0.5797 0.4723
H -2.3560 -1.7239 -0.1939
C -2.9535 -0.9255 -0.4013
H -3.9942 -2.1602 -1.6253
H -0.5889 2.2798 3.7102
C -0.6410 1.6522 2.6381
H 3.2055 0.6928 0.4038
H 1.5760 -2.8306 1.8104
C 2.1052 0.7971 -0.1826
C -0.3869 2.6237 -0.8828
C -0.8454 1.8830 0.3429
H 0.1974 -3.0206 -0.2146
N -0.7929 2.5319 1.6422
H -2.5546 -1.6579 -2.3893
H -3.7308 -1.1611 0.6128
H 0.2706 3.6667 -0.8467
H -0.2765 -1.2816 0.0198
*
```

Atom charges from the Mulliken analysis, given in e for atoms 1 to 6: number 1, C, carries -0.078; number 2, H, carries 0.181; number 3, C, carries -0.871; number 4, O, carries -0.192; number 5, C, carries -0.434; number 6, C, carries -0.380



Density functional theory data (ωB97M-V/def2-TZVPD) for an isolated ion of composition C14H24N3O5 and charge -1.

Results
SMILES: CNC(=O)[C@@H](CC(C)C)NC(=O)[C@@H](CCC(=O)[O-])NC(C)=O
E_LUMO: 0.110 Eh
HOMO energy: -5.6 eV
E_tot: -29619.5860 eV
Energy above the lowest of the compared OMol25 structures with the same formula, charge and spin: 0.000 eV

Geometry as ORCA input:
```
! RIJCOSX wB97M-V def2-TZVPD def2/J DEFGRID3
* xyz -1 1
H 2.1048 0.3342 0.8129
C 1.0280 -1.5380 2.4787
H -2.3903 0.5381 1.1059
H -1.5659 3.6066 -1.6576
O -3.2290 -1.9451 -1.2511
H -2.0494 2.8193 1.8610
H -1.5691 1.9768 -2.2725
H -3.1666 -4.1650 0.2602
H -3.4402 3.1052 0.7492
H 3.6958 -1.8356 0.3571
H -1.5820 -0.1184 -1.7409
C 0.9381 -0.4400 -0.8450
C -1.8067 2.1115 -0.1526
H 2.6040 3.3582 -1.6049
H -3.1166 2.7029 -1.8282
H -3.4212 0.6545 -0.4180
C 2.2594 -0.3210 -0.0073
C -2.2444 -1.6844 -0.5309
H -0.9381 -2.3500 0.8936
H -1.9949 4.0935 0.6583
C -2.0876 -4.0499 0.1706
O 4.5550 1.8400 -1.7067
N 3.3650 0.2115 -0.8254
C -2.3724 3.1060 0.8588
H -0.1430 -0.2092 0.8724
C 3.4725 1.4604 -1.2615
H 2.6473 -2.8505 2.3298
H -1.6443 -4.5839 1.0030
C 2.6553 -1.6844 0.5340
H 4.1650 -0.3694 -1.0724
H 2.1402 -2.4806 0.0070
O 0.9933 -0.4974 -2.0891
C -2.0542 2.6420 -1.5385
H -1.7033 -4.4723 -0.7393
H 3.1467 -1.1302 2.5498
H 1.4247 2.0666 -1.5617
C 2.3166 2.4410 -1.1001
C -1.5666 -0.3379 -0.6555
C 2.4486 -1.8225 2.0474
N -1.6996 -2.6596 0.2516
H 2.1927 2.6889 -0.0528
N -0.1836 -0.2857 -0.1467
C -2.4065 0.7128 0.0290
H -0.7178 2.1431 0.0148
O 0.7946 -0.3773 2.9175
O 0.1457 -2.4048 2.2960
*
```

Atom charges from the Mulliken analysis, given in e for atoms 1 to 6: number 1, H, carries 0.634; number 2, C, carries 0.539; number 3, H, carries 0.333; number 4, H, carries 0.448; number 5, O, carries -0.764; number 6, H, carries 0.437



Question: Among the records above, which one has the lowest E_tot?
Answer: C14H24FeO12



Question: E_tot of number 3 (C14H24FeO12)?
Answer: -73860.3138 eV



Question: Number 3 is which compound?
Answer: C14H24FeO12